Here is a molecular structure, C20H24AsFN2OP2S4W in a non-equilibrium geometry from the Open Molecules 2025 dataset. Energies are from ωB97M-V/def2-TZVPD.

XYZ file:
```
56
Properties=species:S:1:pos:R:3:forces:R:3:mulliken_charge:R:1
W -0.02333 -0.45461 1.77549 -0.5 -0.4 2.2 2.04
S 0.61126 -2.50765 3.16991 0.1 0.5 -0.3 -0.35
As 1.27917 -0.56846 3.91106 1.2 -1.0 -0.2 0.35
S -1.65959 -0.04489 3.39673 0.5 0.3 -0.7 -0.46
S 2.50875 -0.11110 2.13672 -0.1 -0.2 -0.1 -0.24
S 2.18135 -0.41574 5.78409 -0.7 0.5 -0.3 -0.43
N 1.28643 1.46772 -0.54739 -0.5 0.1 -0.4 0.31
P 0.88503 -0.18278 -0.65103 1.4 0.3 0.4 -0.57
C 0.20526 -0.47474 -2.29663 -0.6 -0.2 0.2 0.81
C -0.92936 -1.27597 -2.38564 -0.1 0.0 0.0 -0.54
C -1.38565 -1.70520 -3.62542 0.0 0.0 0.0 -0.70
C -0.70944 -1.33134 -4.77547 0.0 0.0 0.0 -0.46
C 0.40413 -0.50320 -4.69017 0.0 0.1 -0.1 -0.81
C 0.86677 -0.08014 -3.45620 0.0 0.1 0.0 -0.47
C 2.48327 -1.03629 -0.80955 -0.1 -0.1 -0.1 0.51
C 2.56509 -2.32547 -0.29149 0.0 -0.1 -0.1 -0.26
C 3.77157 -3.00557 -0.30479 0.0 0.0 -0.1 -0.68
C 4.89905 -2.40569 -0.84836 0.0 0.0 0.1 -0.47
C 4.81242 -1.13449 -1.39633 0.0 0.1 0.0 -0.77
C 3.60600 -0.44902 -1.37860 0.0 0.1 0.1 -0.40
C 0.81900 2.26789 0.47699 0.1 -0.1 -0.1 0.63
C 0.87095 3.65507 0.31101 0.2 0.0 -0.2 -1.14
C 0.56021 4.47952 1.35683 0.0 0.0 0.0 -0.37
C 0.22956 3.89181 2.56913 0.0 0.0 0.3 -1.05
C 0.15319 2.52459 2.64481 -0.2 0.2 0.3 -0.18
N 0.38464 1.69617 1.61049 0.3 1.1 -0.2 0.39
H 1.50201 1.98500 -1.38680 0.1 0.0 0.0 0.32
H -1.43729 -1.56945 -1.47522 0.0 0.0 0.0 0.52
H -2.26160 -2.33743 -3.69285 0.0 0.0 0.0 0.43
H -1.04344 -1.68960 -5.74090 0.0 0.1 0.0 0.38
H 0.92058 -0.19732 -5.59112 0.0 0.0 0.0 0.41
H 1.74717 0.55037 -3.40333 0.0 -0.1 0.0 0.21
H 1.69428 -2.79140 0.15378 0.0 0.0 0.1 0.25
H 3.83470 -3.99023 0.13877 0.0 0.0 0.0 0.43
H 5.85241 -2.91737 -0.82128 0.0 0.0 -0.1 0.39
H 5.69008 -0.65990 -1.81702 0.0 0.0 0.0 0.39
H 3.56194 0.56452 -1.76242 0.0 0.0 0.0 0.24
H 1.20493 4.05642 -0.63688 -0.1 0.0 0.0 0.42
H 0.60108 5.55453 1.24157 0.0 0.0 0.0 0.43
H 0.04777 4.47718 3.45868 -0.1 0.0 0.0 0.43
H -0.10584 2.04431 3.57283 -0.1 0.0 0.0 0.47
C -3.98765 0.07652 -0.32158 0.2 0.2 -0.1 -1.54
P -3.03363 0.01625 1.25364 -0.4 0.0 -0.4 1.12
C -3.97671 1.31124 2.11881 -0.2 -0.2 0.0 -1.38
C -3.45318 -1.71526 1.61425 -0.3 0.1 0.2 -1.26
O -1.61558 0.36543 0.67402 -0.4 -0.2 0.0 -0.21
H -4.98454 -0.34388 -0.17489 0.0 0.1 0.0 0.47
H -3.47396 -0.48974 -1.09889 0.0 0.0 0.0 0.25
H -4.08986 1.10856 -0.66253 0.0 0.0 0.0 0.39
H -4.96076 1.43460 1.65931 0.1 0.1 0.0 0.45
H -3.40470 2.23385 2.01172 0.0 0.0 0.0 0.31
H -4.08146 1.08407 3.17458 0.0 0.0 0.0 0.43
H -4.52983 -1.73504 1.81013 0.0 0.0 0.0 0.43
H -2.92714 -2.13505 2.46070 0.1 0.0 0.0 0.37
H -3.25252 -2.29706 0.71688 0.0 0.0 0.0 0.31
F -0.71302 -1.96454 0.83984 -0.2 -0.9 -0.4 -0.56
```
Forces are in eV/Å.

As for the relative energy (zero: lowest compared OMol25 entry of this formula, charge and spin): 2.703 eV. The orbital gap (alpha / beta) is 6.0 / 6.0 eV.


Here is a molecular structure, C6H14MgO4 in a non-equilibrium geometry from the Open Molecules 2025 dataset. Energies are from ωB97M-V/def2-TZVPD.

XYZ file:
```
25
Properties=species:S:1:pos:R:3:forces:R:3:mulliken_charge:R:1
C -2.58877 -1.24099 -0.28312 0.0 -0.1 0.0 -0.62
O -2.10566 0.06334 -0.37302 0.1 0.0 -0.2 -0.30
C -1.92867 0.69541 0.91169 -0.3 0.1 0.3 -0.40
C -1.12983 1.95964 0.71965 0.0 -0.1 -0.7 -0.55
O 0.28574 1.67591 0.86768 1.0 -0.9 0.0 -0.56
C 1.08052 1.24272 -0.44448 -0.9 0.3 1.8 -0.44
C 1.89083 0.00657 -0.12511 0.5 0.2 0.0 -0.42
O 1.04646 -0.93783 0.52742 -0.5 -0.4 0.5 0.08
C 1.59776 -2.23792 0.64223 0.1 0.0 -0.1 -0.93
Mg -0.20438 -0.09557 2.06746 0.0 0.3 -0.3 0.31
H -2.67906 -1.64665 -1.30041 0.0 0.1 0.2 0.23
H -1.90050 -1.88990 0.29275 -0.2 0.1 0.0 0.14
H -3.58276 -1.27828 0.20030 0.2 0.0 0.0 0.28
H -2.92905 0.94185 1.31568 0.2 -0.1 0.0 0.37
H -1.39304 2.69603 1.49479 0.2 -0.2 -0.1 0.27
H -1.28297 2.43926 -0.26530 0.0 -0.2 0.2 0.33
H 1.78899 2.08781 -0.49821 -1.1 -0.5 -1.2 0.22
H 0.25835 0.93150 -1.10763 0.8 1.1 -0.3 0.33
H 2.74178 0.25022 0.53271 -0.2 -0.1 0.0 0.32
H 2.27972 -0.43818 -1.05359 -0.2 0.5 0.1 0.36
H 0.87522 -2.85048 1.19429 0.2 0.1 -0.1 0.28
H 1.76586 -2.65870 -0.35945 0.0 0.1 0.2 0.28
H 2.54724 -2.20776 1.19782 -0.2 0.0 -0.1 0.33
O 2.03529 1.54546 -2.79519 0.1 -0.3 0.1 -1.03
H 1.53093 0.94653 -3.35894 0.0 0.1 -0.1 0.11
```
Forces are in eV/Å.

The orbital gap (alpha / beta) is 4.9 / 5.7 eV. As for the charge: -1. Its spin multiplicity is 2.


Here is C10H16N4O4 in the gas phase in a non-equilibrium geometry from the Open Molecules 2025 dataset. Energies are from ωB97M-V/def2-TZVPD.

XYZ file:
```
34
Properties=species:S:1:pos:R:3:forces:R:3:mulliken_charge:R:1
C 1.09156 -0.77914 0.38026 0.3 -1.1 -0.9 1.11
C 0.02786 -1.74799 -0.23676 -0.6 1.1 0.2 -0.19
C 2.49674 -1.47789 0.28157 -1.6 -0.3 -0.7 0.20
C 3.02646 -1.41694 -1.14487 0.2 1.0 0.4 -1.41
C -2.09516 -0.36998 0.24948 -0.4 1.4 0.1 0.72
C -3.53075 -0.83362 0.40127 -1.0 -0.2 0.5 0.11
C -2.13950 0.95243 -0.54870 0.0 0.0 -0.8 -1.00
C -0.96112 1.87875 -0.33494 -1.5 -1.7 1.2 0.83
C -0.29858 2.56904 -1.26052 2.0 1.6 -1.1 -0.98
C 0.47321 3.03114 0.71900 -0.5 -1.5 2.6 -0.32
H 0.04256 0.28143 1.68147 0.9 -0.3 0.7 0.14
H 1.62117 -0.04486 2.07495 -0.4 0.5 0.5 0.30
H 1.19053 0.15431 -0.20285 -0.3 -0.3 -0.3 -0.13
H 2.35688 -2.53448 0.52814 0.2 0.1 0.4 0.35
H 3.24984 -1.05029 2.05057 0.2 0.0 -1.0 0.38
H 3.17097 -0.35098 -1.36894 0.1 -0.1 -0.2 0.36
H 2.36424 -1.83474 -1.90227 0.0 -0.2 0.3 0.33
H 4.00687 -1.88415 -1.16546 0.0 -0.2 -0.2 0.35
H -1.74047 -2.09497 -0.91482 -0.5 0.3 0.4 0.24
H -1.72259 -0.04979 1.22237 -0.3 -0.6 0.3 0.35
H -3.09660 1.42140 -0.28336 0.4 0.3 -0.2 0.47
H -2.15369 0.65631 -1.61234 -0.2 0.3 0.3 0.32
H -0.27147 2.60862 -2.34197 -0.4 -0.1 0.3 0.42
H 1.12606 3.48208 1.43675 0.0 0.0 0.6 0.46
H 1.33804 3.98236 -0.84963 0.1 0.1 -0.4 0.17
H -4.72352 -2.25171 0.10817 0.8 0.1 -0.3 0.37
N 0.75740 -0.46398 1.75064 -0.5 0.0 -0.1 -0.86
N -1.31545 -1.36798 -0.34717 2.3 -1.6 -0.7 -0.15
N -0.47552 2.10385 0.94332 0.8 1.9 -1.0 -0.61
N 0.65645 3.32275 -0.53500 -1.1 -0.5 -2.0 0.02
O 0.30609 -2.83608 -0.69287 0.5 -0.1 -0.1 -0.68
O 3.40700 -0.80180 1.11264 0.3 -0.1 1.2 -0.62
O -4.40901 -0.17382 0.91404 0.8 -0.5 -0.5 -0.58
O -3.77650 -2.07926 -0.11213 -0.7 0.7 0.6 -0.46
```
Forces are in eV/Å.

As for the relative energy (zero: lowest compared OMol25 entry of this formula, charge and spin): 1.352 eV. The orbital gap is 9.6 eV.


Here is a molecular structure, C22H25N3O3V in a non-equilibrium geometry from the Open Molecules 2025 dataset. Energies are from ωB97M-V/def2-TZVPD.

XYZ file:
```
54
Properties=species:S:1:pos:R:3:forces:R:3:mulliken_charge:R:1
C 2.93448 1.94137 -2.06979 1.0 0.2 -1.3 -1.23
C 3.66198 1.17815 -3.15166 0.3 -0.1 0.4 0.76
H 3.22237 2.97879 -2.17083 0.1 0.2 0.6 0.61
H 3.16230 1.49607 -1.12694 0.7 0.2 1.0 0.31
C 3.61996 -0.15915 -3.19300 -0.4 1.6 0.3 0.88
C 2.58992 -0.77022 -2.25548 1.1 0.3 2.0 -0.77
H 2.98292 -0.81562 -1.17651 -0.3 0.2 -1.3 0.31
H 2.59548 -1.84084 -2.56264 -1.5 0.6 0.2 0.36
C 4.57204 2.00076 -3.99091 -0.1 0.5 -0.1 -1.78
H 4.28576 3.04188 -3.78969 0.4 -0.1 -0.5 0.43
H 4.46879 1.80270 -5.08423 0.5 0.0 0.9 0.38
H 5.59188 1.86906 -3.58045 -0.2 0.1 -0.8 0.31
C 4.62532 -0.84432 -4.08707 0.2 0.2 -0.1 -1.65
H 5.64269 -0.52029 -3.77276 -0.5 -0.4 -0.1 0.31
H 4.54332 -0.46362 -5.12546 -0.1 -0.5 0.5 0.30
H 4.57950 -1.93023 -4.07514 0.0 0.0 -0.1 0.41
V -1.13556 0.22471 1.68919 0.9 0.1 -0.5 0.74
O -0.01592 0.59466 -0.09064 0.1 -0.7 -1.1 -0.64
C 0.05406 0.03979 -1.21922 1.9 -0.4 0.6 0.30
O -1.91525 -1.17686 0.53090 0.0 -0.7 -1.9 -0.57
C -1.81213 -1.42026 -0.69080 -0.3 0.7 1.2 0.50
O -2.57065 -2.30792 -1.25619 0.4 0.1 -0.5 -0.31
N -0.93460 -0.82458 -1.60601 -0.7 -0.2 0.6 0.29
C -2.26591 -2.36176 -2.69445 -1.0 -1.0 -0.1 -0.37
C -1.07862 -1.48586 -2.91887 1.3 0.5 0.1 -0.48
H -3.15944 -2.02241 -3.22541 0.2 -0.2 0.2 0.29
H -2.03649 -3.40056 -2.94084 -0.3 0.1 0.1 0.32
H -1.22849 -0.78382 -3.73878 0.0 0.2 0.2 0.37
H -0.15747 -2.03783 -3.11227 -0.2 -0.1 -0.1 0.32
C 1.26657 0.23472 -2.20805 -2.3 -0.7 -1.0 0.42
C 1.48309 1.78175 -2.21410 -1.2 0.3 0.1 -0.84
H 0.83784 0.02304 -3.20533 0.0 0.0 0.5 0.18
H 0.96843 2.35008 -1.37441 0.4 -1.0 -1.0 0.29
H 1.11523 2.20995 -3.17302 0.2 -0.3 0.6 0.43
C -0.09139 -2.22927 5.13192 0.1 0.1 -0.5 -0.79
C -0.94526 -1.75623 6.12048 -0.2 0.2 -0.3 -0.47
C -1.89398 -0.80146 5.80837 0.0 0.4 -1.7 -0.77
C -1.92872 -0.31549 4.49217 1.0 -0.9 0.2 0.57
N -1.06085 -0.73935 3.53013 0.3 -0.9 1.0 0.04
C -0.17321 -1.72326 3.83803 -0.7 0.9 0.5 0.11
C -2.91841 0.62294 3.99450 -1.3 1.4 -1.7 0.57
C -3.98022 1.16732 4.73108 0.9 -0.7 -0.1 -0.58
C -4.91063 1.98572 4.11666 0.4 0.0 -1.4 -0.56
C -4.79847 2.22988 2.73236 0.8 -0.4 -0.3 -0.72
C -3.73064 1.66311 2.00613 0.3 -0.1 1.5 0.09
N -2.78361 0.90874 2.64819 -1.6 0.7 0.6 -0.03
H 0.64869 -2.97712 5.35037 0.1 -0.2 0.1 0.41
H -0.90361 -2.13286 7.11954 0.2 -0.3 0.4 0.49
H -2.63951 -0.41741 6.47490 0.1 -0.1 0.6 0.42
H 0.46565 -2.05250 3.02277 0.0 0.0 0.2 0.41
H -4.03900 0.88089 5.77357 -0.3 0.3 0.0 0.37
H -5.72926 2.41820 4.65880 -0.2 0.1 0.2 0.49
H -5.50284 2.85399 2.19296 0.0 -0.1 0.2 0.40
H -3.57813 1.81288 0.91789 -0.2 0.0 0.9 0.35
```
Forces are in eV/Å.

The orbital gap (alpha / beta) is 6.5 / 6.4 eV. As for the charge: +2. Its spin multiplicity is 4.